9
Properties=species:S:1:pos:R:3:lowdin_charge:R:1 method="wB97M-V/def2-TZVPD" relative_energy_kcal_mol=29.6 lumo_energy_ev=0.35 spin_multiplicity=1 smiles="O=CN(S)C=O" total_charge=0 orbital_gap_ev=10.5
O -1.704 1.401 -0.111 0.09
C -0.518 1.251 -0.145 -0.36
N 0.123 0.006 -0.118 -0.42
S 1.843 -0.006 -0.198 0.85
C -0.559 -1.228 -0.149 -0.36
O -1.734 -1.373 -0.100 0.11
H 0.252 2.076 -0.086 0.12
H 2.111 -0.073 1.080 -0.14
H 0.187 -2.055 -0.172 0.12



51
Properties=species:S:1:pos:R:3:lowdin_charge:R:1 method="wB97M-V/def2-TZVPD" relative_energy_kcal_mol=10.9 lumo_energy_ev="-0.69 / -0.64" spin_multiplicity=2 total_charge=0 orbital_gap_ev="7.2 / 7.2"
Mn 0.111 0.201 0.138 0.62
N -1.462 1.696 0.092 0.02
C -2.027 1.837 -1.256 -0.12
C -1.806 0.544 -2.056 -0.53
O -2.425 0.296 -3.077 0.05
N -0.864 -0.234 -1.510 -0.04
C -0.466 -1.403 -2.266 -0.07
C 0.535 -2.166 -1.449 -0.38
O 1.251 -3.063 -1.774 0.19
O 0.568 -1.657 -0.151 -0.11
H -1.349 2.620 0.512 0.12
H -2.136 1.177 0.665 0.11
H -3.098 2.065 -1.226 0.13
H -1.500 2.641 -1.777 0.12
H -1.323 -2.033 -2.539 0.15
H 0.028 -1.108 -3.206 0.16
Cl -2.342 -1.981 3.915 0.71
C -1.360 -0.557 3.961 -0.59
C -1.207 0.139 5.152 -0.12
C -0.422 1.270 5.220 -0.62
Cl -0.328 2.148 6.711 0.69
C 0.296 1.721 4.099 -0.17
C 1.159 2.837 4.074 -0.01
C 1.828 3.138 2.916 -0.03
C 1.641 2.350 1.774 -0.08
N 0.805 1.325 1.748 0.04
C 0.137 0.998 2.883 -0.12
C -0.751 -0.126 2.768 -0.39
O -0.929 -0.641 1.618 -0.11
H -1.726 -0.212 6.029 0.11
H 1.285 3.432 4.967 0.09
H 2.509 3.973 2.866 0.11
H 2.176 2.560 0.856 0.09
C 1.830 4.838 -2.869 -0.19
Si 2.870 3.251 -2.688 0.48
C 4.515 3.553 -1.759 -0.19
C 3.173 2.413 -4.370 -0.19
C 1.855 2.082 -1.674 -0.17
C 1.207 1.297 -1.011 -0.15
H 2.334 5.603 -3.448 0.02
H 1.587 5.261 -1.900 0.02
H 0.894 4.611 -3.368 0.02
H 5.181 4.211 -2.310 0.02
H 5.037 2.614 -1.601 0.02
H 4.346 3.999 -0.783 0.02
H 3.754 3.026 -5.051 0.02
H 2.226 2.188 -4.851 0.02
H 3.701 1.474 -4.237 0.02
C 1.692 -1.015 0.277 -0.06
H 2.527 -1.064 -0.434 0.12
H 1.977 -1.325 1.292 0.12



54
Properties=species:S:1:pos:R:3:lowdin_charge:R:1 method="wB97M-V/def2-TZVPD" lumo_energy_ev="4.16 / 3.97" spin_multiplicity=8 total_charge=-2 orbital_gap_ev="3.6 / 3.6"
C -4.077 -2.242 -2.754 -0.60
I -2.348 -1.617 -1.406 1.19
H -3.878 -1.810 -3.735 -0.08
H -4.998 -1.843 -2.319 -0.08
H -4.099 -3.334 -2.794 -0.08
C 2.509 -2.771 0.292 -0.07
C 2.472 -2.420 -1.009 -0.09
N 1.243 -1.808 -1.215 -0.25
C 0.489 -1.907 -0.068 -0.42
N 1.317 -2.412 0.869 -0.10
H 3.284 -3.258 0.865 0.11
H 3.180 -2.546 -1.814 0.10
C -2.020 3.225 0.921 -0.07
C -1.121 1.358 -0.005 -0.26
N -1.262 2.100 1.134 -0.11
H -3.014 3.883 -0.936 0.10
N -1.862 2.068 -0.929 -0.16
H -2.232 3.938 1.700 0.11
Gd 0.807 0.542 -0.843 1.39
C -0.853 -1.356 0.182 -0.93
O -1.258 -1.080 1.313 -0.24
C -2.404 3.203 -0.375 -0.08
C -2.035 1.716 -2.326 -0.12
H -1.156 1.991 -2.939 0.06
H -2.929 2.221 -2.717 0.09
H -2.197 0.620 -2.417 -0.04
C -0.689 1.791 2.431 -0.02
H -1.316 2.251 3.205 0.09
H 0.330 2.197 2.523 0.09
H -0.653 0.706 2.579 0.08
C 1.050 -2.545 2.299 -0.02
H 1.455 -3.509 2.631 0.08
H -0.026 -2.497 2.481 0.08
H 1.555 -1.737 2.851 0.08
C 0.791 -1.395 -2.546 -0.20
H -0.147 -0.782 -2.510 -0.04
H 0.524 -2.277 -3.145 0.09
H 1.596 -0.838 -3.062 0.07
O 2.720 1.815 -0.239 -0.20
C 2.686 1.376 0.970 -0.59
O 1.800 0.487 1.275 -0.18
C 3.592 1.879 2.039 -0.17
C 3.365 1.481 3.371 -0.04
C 4.157 1.996 4.393 -0.03
C 5.197 2.891 4.075 -0.19
C 5.426 3.286 2.741 -0.03
C 4.623 2.778 1.735 -0.04
N 6.044 3.384 5.114 -0.45
O 5.836 3.014 6.293 -0.12
O 6.976 4.166 4.816 -0.12
H 2.573 0.773 3.601 0.10
H 3.995 1.718 5.433 0.10
H 6.235 3.986 2.534 0.10
H 4.791 3.072 0.698 0.11



17
Properties=species:S:1:pos:R:3:lowdin_charge:R:1 method="wB97M-V/def2-TZVPD" relative_energy_kcal_mol=27.3 lumo_energy_ev="1.11 / -1.93" spin_multiplicity=3 total_charge=0 orbital_gap_ev="6.0 / 7.4"
C -1.869 0.119 0.066 -0.08
C -1.146 1.047 -0.559 -0.09
C 0.347 -0.844 -0.184 -0.27
C 1.278 -1.736 -0.360 0.04
C -0.993 -1.102 0.513 -0.13
C 0.350 0.662 -0.591 -0.31
C 1.097 1.442 0.573 -0.05
H -2.948 -0.001 0.434 0.12
H -1.329 2.038 -1.062 0.12
H 2.177 -1.563 -0.895 0.05
H 1.113 -2.784 -0.276 0.05
H -0.936 -1.276 1.505 0.07
H -1.575 -1.902 0.066 0.11
H 0.800 1.065 -1.454 0.10
H 0.599 0.987 1.511 0.12
H 0.857 2.498 0.428 0.06
H 2.178 1.349 0.284 0.09



66
Properties=species:S:1:pos:R:3:lowdin_charge:R:1 method="wB97M-V/def2-TZVPD" lumo_energy_ev="-8.74 / -7.29" spin_multiplicity=1 total_charge=+2 orbital_gap_ev="4.8 / 6.2"
Pb 0.120 -0.325 0.044 1.64
O 1.489 -1.985 0.805 -0.18
C 2.703 -2.059 1.192 -0.32
C 3.443 -3.251 0.934 0.05
C 4.721 -3.416 1.390 -0.01
C 5.346 -2.380 2.094 0.01
C 4.679 -1.192 2.324 0.01
C 3.365 -0.983 1.892 -0.04
C 2.720 0.288 2.117 -0.26
N 1.583 0.767 1.583 -0.02
C 1.420 2.030 2.061 -0.10
C 2.446 2.334 2.905 -0.02
N 3.243 1.237 2.930 0.15
H 2.942 -4.033 0.381 0.14
H 5.253 -4.336 1.201 0.13
H 6.360 -2.506 2.441 0.13
H 5.220 -0.401 2.820 0.12
H 0.568 2.619 1.797 0.11
H 2.653 3.216 3.473 0.14
H 4.057 1.124 3.514 0.17
N -1.716 1.533 -0.292 0.00
C -3.017 1.600 0.300 -0.25
C -3.535 2.838 0.666 -0.02
C -4.815 2.961 1.173 -0.05
C -5.597 1.830 1.344 -0.05
C -5.081 0.594 1.015 -0.01
C -3.792 0.448 0.488 -0.13
C -3.332 -0.924 0.233 -0.18
C -4.277 -1.861 -0.260 -0.01
C -4.021 -3.211 -0.294 -0.04
C -2.816 -3.722 0.149 -0.04
C -1.824 -2.833 0.570 -0.12
C -2.129 -1.507 0.514 -0.12
H -1.303 2.462 -0.280 0.08
H -1.792 1.249 -1.267 0.09
H -2.932 3.723 0.523 0.11
H -5.208 3.934 1.420 0.12
H -6.602 1.907 1.729 0.12
H -5.676 -0.287 1.199 0.12
H -5.225 -1.468 -0.602 0.13
H -4.797 -3.882 -0.640 0.12
H -2.626 -4.782 0.189 0.12
H -0.883 -3.219 0.922 0.09
C 5.509 3.864 0.860 -0.03
C 4.446 3.332 -0.039 -0.25
C 4.372 1.980 -0.359 -0.01
C 3.378 1.478 -1.180 -0.21
C 3.412 0.040 -1.601 -0.01
C 2.412 2.364 -1.694 -0.13
C 1.273 1.907 -2.457 -0.17
O 0.510 0.993 -2.161 -0.10
C 2.521 3.751 -1.452 -0.20
C 1.550 4.714 -2.058 -0.02
C 3.517 4.200 -0.608 0.01
H 6.156 3.072 1.228 0.08
H 5.065 4.388 1.704 0.09
H 6.122 4.588 0.325 0.10
H 5.132 1.308 0.013 0.12
H 4.418 -0.357 -1.492 0.10
H 3.106 -0.070 -2.639 0.10
H 2.747 -0.566 -0.987 0.03
H 1.034 2.487 -3.363 0.15
H 0.528 4.518 -1.737 0.09
H 1.583 4.641 -3.145 0.10
H 1.803 5.733 -1.783 0.09
H 3.594 5.255 -0.401 0.13



60
Properties=species:S:1:pos:R:3:lowdin_charge:R:1 method="wB97M-V/def2-TZVPD" lumo_energy_ev="-6.53 / -9.95" spin_multiplicity=2 total_charge=+2 orbital_gap_ev="6.9 / 3.5"
C -24.448 26.314 14.324 -0.06
C -24.858 26.351 12.850 -0.15
N -23.683 26.059 11.932 -0.02
C -23.523 24.980 11.049 0.01
C -22.368 25.238 10.275 0.01
N -22.002 26.546 10.544 -0.12
C -22.881 27.071 11.451 0.01
C -20.983 27.339 9.864 0.03
H -23.853 27.204 14.526 0.08
H -23.920 25.385 14.540 0.08
H -25.343 26.494 14.921 0.09
H -25.230 27.355 12.644 0.12
H -25.673 25.658 12.641 0.12
H -24.242 24.177 10.980 0.12
H -21.831 24.686 9.518 0.11
H -22.872 28.067 11.870 0.17
H -20.651 26.670 9.070 0.10
H -20.226 27.332 10.647 0.12
H -21.384 28.251 9.421 0.11
Cu -24.059 24.218 6.576 0.68
C -20.788 21.346 8.390 -0.10
C -22.215 21.654 7.980 -0.45
O -22.594 23.031 7.837 -0.41
H -20.219 21.867 7.620 0.05
H -20.403 20.329 8.318 0.07
H -20.571 21.701 9.398 0.07
H -22.917 21.226 8.695 0.08
H -22.458 21.077 7.088 0.07
Cl -22.502 22.215 13.363 0.54
C -23.155 21.316 11.997 -0.63
C -23.032 19.881 12.570 -0.68
Cl -21.372 19.419 13.035 0.54
H -22.470 21.486 11.166 0.05
H -24.151 21.754 11.937 0.06
H -23.328 19.242 11.738 0.07
H -23.661 19.803 13.456 0.07
C -20.782 21.580 4.223 -0.17
O -21.236 22.208 3.261 0.21
N -20.415 20.281 4.076 -0.12
C -19.875 19.556 5.231 0.02
C -20.436 19.617 2.746 0.04
H -20.728 22.077 5.204 0.17
H -18.940 19.073 4.947 0.11
H -20.608 18.752 5.300 0.11
H -19.835 20.087 6.182 0.08
H -21.136 18.782 2.733 0.10
H -20.453 20.313 1.908 0.12
H -19.425 19.211 2.793 0.11
C -24.661 20.634 2.131 -0.33
O -23.909 21.537 2.330 0.06
N -24.698 19.591 2.954 -0.16
C -25.380 18.361 2.587 -0.05
C -23.819 19.427 4.154 -0.01
H -25.381 20.491 1.311 0.16
H -26.208 18.499 1.890 0.10
H -25.870 17.800 3.383 0.09
H -24.580 17.683 2.288 0.10
H -22.959 18.851 3.812 0.07
H -23.542 20.446 4.426 0.07
H -24.239 18.970 5.050 0.10



63
Properties=species:S:1:pos:R:3:lowdin_charge:R:1 method="wB97M-V/def2-TZVPD" relative_energy_kcal_mol=15.5 lumo_energy_ev=0.23 spin_multiplicity=1 smiles="CCOc1ccc(N2C[C@H](C(=O)Nc3ccc(S(=O)(=O)NC[C@H]4CCCO4)cc3)CC2=O)cc1" total_charge=0 orbital_gap_ev=8.3
C -9.176 -1.158 -1.979 -0.06
C -8.949 -1.615 -0.540 -0.25
O -7.618 -2.025 -0.301 -0.05
C -6.638 -1.092 -0.150 -0.27
C -5.345 -1.597 -0.005 0.00
C -4.269 -0.755 0.173 -0.02
C -4.450 0.627 0.205 -0.19
N -3.348 1.485 0.358 0.01
C -2.000 1.023 0.095 -0.09
C -1.179 2.318 -0.034 -0.19
C 0.257 2.093 0.428 -0.43
O 0.544 1.976 1.596 0.09
N 1.146 2.004 -0.602 0.14
C 2.523 1.763 -0.542 -0.21
C 3.175 1.441 -1.734 -0.01
C 4.528 1.172 -1.733 -0.06
C 5.228 1.231 -0.545 -0.29
S 6.975 0.844 -0.548 0.65
O 7.574 1.520 -1.661 -0.29
O 7.495 1.052 0.771 -0.29
N 7.134 -0.778 -0.877 -0.12
C 6.831 -1.743 0.145 -0.19
C 5.449 -2.401 -0.001 -0.31
C 5.185 -3.418 1.131 -0.12
C 3.832 -2.983 1.699 -0.14
C 3.807 -1.501 1.329 -0.20
O 4.404 -1.440 0.049 -0.11
C 4.605 1.585 0.633 -0.05
C 3.248 1.851 0.644 0.00
C -1.944 3.266 0.885 -0.02
C -3.378 2.760 0.843 -0.42
O -4.354 3.384 1.184 0.08
C -5.738 1.132 0.063 0.01
C -6.819 0.286 -0.109 -0.01
H -8.568 -0.287 -2.210 0.07
H -10.223 -0.907 -2.122 0.08
H -8.906 -1.957 -2.665 0.08
H -9.547 -2.508 -0.337 0.12
H -9.247 -0.833 0.170 0.12
H -5.209 -2.667 -0.027 0.12
H -3.288 -1.186 0.297 0.10
H -1.973 0.418 -0.815 0.14
H -1.621 0.428 0.936 0.14
H -1.210 2.682 -1.065 0.15
H 0.773 2.048 -1.541 0.14
H 2.613 1.395 -2.657 0.11
H 5.050 0.928 -2.645 0.12
H 6.857 -1.024 -1.813 0.11
H 6.903 -1.199 1.089 0.12
H 7.596 -2.530 0.132 0.13
H 5.389 -2.868 -0.993 0.15
H 5.171 -4.440 0.761 0.11
H 5.963 -3.334 1.890 0.11
H 3.749 -3.147 2.770 0.11
H 3.019 -3.505 1.194 0.11
H 2.806 -1.078 1.245 0.12
H 4.386 -0.911 2.051 0.13
H 5.197 1.651 1.532 0.12
H 2.747 2.114 1.560 0.11
H -1.888 4.312 0.591 0.13
H -1.574 3.173 1.909 0.14
H -5.901 2.196 0.099 0.11
H -7.798 0.727 -0.207 0.11



Number 1: total energy -18542.17092 eV, molar mass 105.12 g/mol. Number 2: total energy -96945.90090 eV, molar mass 509.32 g/mol. Number 3: total energy -66689.30105 eV, molar mass 685.58 g/mol. Number 4: total energy -7414.19566 eV, molar mass 94.16 g/mol. Number 5: total energy -46415.24171 eV, molar mass 682.79 g/mol. Number 6: total energy -98909.66366 eV, molar mass 464.92 g/mol. Number 7: total energy -52949.72636 eV, molar mass 487.58 g/mol.